Entry w
Density functional theory data (ωB97M-V/def2-TZVPD) for a cluster of 4 separate species, C4H16N2O4 in total.

## Properties
- LUMO: 0.0120 Eh
- SMILES: CC(C)NC(N)=O.O.O.O
- Total charge: 0

CARTESIAN COORDINATES (ANGSTROEM)
C: 1.1701 -0.9816 2.1692
C: 0.3514 0.0447 1.3572
C: -1.1444 -0.2282 1.2531
N: 0.9082 0.3343 0.0098
C: 1.4383 -0.6395 -0.8304
N: 1.5949 -0.1889 -2.1655
O: 1.8127 -1.7436 -0.5175
H: 1.1943 -0.7549 3.2413
H: 0.9096 -2.0106 1.9630
H: 2.1751 -0.8536 1.7788
H: 0.4906 1.0066 1.8917
H: -1.6020 0.1752 0.3693
H: -1.5981 0.0485 2.2152
H: -1.2952 -1.3260 1.2170
H: 0.5024 1.1402 -0.4304
H: 1.1004 0.6582 -2.4086
H: 2.5644 -0.1725 -2.4403
O: -0.9302 -2.9244 -1.7199
H: -1.0211 -3.4224 -0.8954
H: -0.1211 -2.4503 -1.5335
O: -2.5471 2.2120 -0.0597
H: -3.0719 1.5981 -0.6099
H: -2.6693 1.8551 0.8152
O: 0.0099 2.7677 -1.8949
H: -0.8706 2.7803 -1.5154
H: 0.6488 3.0754 -1.2593

=====

Entry x
Density functional theory data (ωB97M-V/def2-TZVPD) for a cluster of 4 separate species, C4H16N2O4 in total.

## Properties
- LUMO: 0.0145 Eh
- SMILES: NC(N)=O.CO.CO.CO
- Total charge: 0

CARTESIAN COORDINATES (ANGSTROEM)
N: 4.0665 -1.5528 2.8852
C: 3.6717 -2.4852 3.6221
N: 2.6275 -2.9479 3.0759
O: 4.2064 -2.8686 4.6003
H: 5.0038 -1.1910 2.9892
H: 3.4456 -1.2631 2.1431
H: 2.3121 -2.3770 2.3047
H: 2.1365 -3.7484 3.4477
C: 1.1108 -0.0780 -2.2174
O: 0.7967 -0.2595 -0.8865
H: 0.4222 0.6231 -2.6890
H: 2.0707 0.4385 -2.2237
H: 1.2579 -1.0091 -2.7647
H: -0.1378 -0.3027 -0.6713
C: -3.8582 -2.2596 0.9265
O: -3.2871 -1.0036 1.1941
H: -3.1462 -3.0828 0.9864
H: -4.7079 -2.4662 1.5772
H: -4.3041 -2.2957 -0.0675
H: -3.2087 -0.9141 2.1467
C: -2.0968 5.1134 -3.2400
O: -0.9232 4.6656 -3.9248
H: -1.9794 5.2314 -2.1627
H: -2.1961 6.1169 -3.6538
H: -3.0176 4.5548 -3.4080
H: -0.2652 5.3616 -3.9897

=====

On energetic grounds, entry w is preferred over the next structure by 0.1151 hartree.